The following is a quantum chemistry calculation of a structure of composition C34H32BrN7O4SSe2Tm in a non-equilibrium geometry, from the OMol25 dataset.

Its multiplicity is 3. The highest occupied orbital energy (alpha / beta) is -0.3867 / -0.3868 Ha. As for the expectation value of S²: 2.002. The HOMO-LUMO gap (alpha / beta) is 7.825 / 7.825 eV. Its net charge is +1.

Last column: Löwdin spin population.
Atoms and positions in Å:
Tm (14.254, 11.087, 11.885)  2.015
N (14.194, 10.664, 14.413)  -0.002
C (15.472, 10.083, 14.901)  0.000
C (16.016, 8.938, 14.004)  0.000
N (16.013, 9.339, 12.561)  -0.002
H (14.051, 11.529, 14.910)  0.000
H (13.363, 10.080, 14.638)  0.000
H (15.351, 9.674, 15.940)  0.000
H (16.173, 10.932, 14.982)  0.000
H (15.312, 8.099, 14.211)  0.000
H (17.000, 8.721, 14.318)  0.000
H (16.106, 8.566, 11.930)  0.000
H (16.793, 10.004, 12.376)  0.000
Se (15.711, 13.683, 13.122)  -0.001
Se (17.574, 12.871, 14.277)  0.000
C (18.446, 12.378, 12.583)  0.000
C (19.545, 13.124, 12.262)  0.000
C (20.158, 12.793, 11.089)  0.000
C (19.665, 11.784, 10.273)  0.000
C (18.524, 11.125, 10.670)  0.000
N (17.930, 11.459, 11.835)  0.000
C (14.699, 14.250, 14.665)  0.000
C (14.341, 15.576, 14.657)  0.000
C (13.566, 15.974, 15.765)  0.000
C (13.256, 15.125, 16.829)  0.000
C (13.774, 13.814, 16.742)  0.000
N (14.484, 13.379, 15.701)  0.000
H (19.827, 13.927, 12.885)  0.000
H (20.996, 13.346, 10.712)  0.000
H (20.148, 11.473, 9.355)  0.000
H (18.064, 10.426, 10.005)  0.000
H (14.637, 16.267, 13.918)  0.000
H (13.147, 16.980, 15.776)  0.000
H (12.787, 15.575, 17.664)  0.000
H (13.669, 13.087, 17.543)  0.000
Br (14.573, 6.997, 9.767)  0.000
C (13.945, 8.658, 9.011)  0.000
C (12.920, 8.530, 8.064)  0.000
C (12.501, 9.697, 7.443)  0.000
C (13.097, 10.873, 7.816)  0.000
C (14.036, 10.916, 8.836)  0.000
N (14.453, 9.805, 9.439)  -0.001
C (14.765, 12.189, 9.273)  0.000
O (14.573, 13.178, 8.591)  0.000
O (15.378, 12.095, 10.400)  -0.003
H (12.677, 7.508, 7.760)  0.000
H (11.749, 9.578, 6.642)  0.000
H (12.733, 11.759, 7.360)  0.000
C (8.281, 14.800, 15.647)  0.000
C (9.146, 14.374, 14.488)  0.000
C (8.703, 14.437, 13.170)  0.000
C (9.541, 14.112, 12.114)  0.000
C (10.842, 13.712, 12.369)  0.000
C (11.310, 13.673, 13.693)  0.000
C (10.440, 13.951, 14.740)  0.000
S (11.983, 13.209, 11.160)  0.000
O (11.549, 13.637, 9.860)  0.000
O (13.298, 13.633, 11.656)  -0.001
N (12.181, 11.614, 11.286)  -0.003
C (11.164, 10.746, 10.981)  0.000
C (9.992, 11.016, 10.345)  0.000
C (9.000, 10.014, 10.217)  0.000
C (9.184, 8.773, 10.706)  0.000
C (10.441, 8.417, 11.197)  0.000
C (10.686, 7.186, 11.865)  0.000
C (11.946, 6.939, 12.434)  0.000
C (12.924, 7.943, 12.377)  0.000
N (12.682, 9.138, 11.835)  -0.003
C (11.423, 9.389, 11.300)  0.000
H (7.373, 14.227, 15.551)  0.000
H (7.941, 15.876, 15.539)  0.000
H (8.724, 14.573, 16.617)  0.000
H (7.682, 14.737, 12.948)  0.000
H (9.191, 14.125, 11.105)  0.000
H (12.353, 13.345, 13.813)  0.000
H (10.738, 13.939, 15.781)  0.000
H (9.783, 11.988, 9.917)  0.000
H (8.035, 10.266, 9.794)  0.000
H (8.377, 8.036, 10.708)  0.000
H (9.922, 6.435, 11.917)  0.000
H (12.211, 5.936, 12.776)  0.000
H (13.919, 7.757, 12.770)  0.000

=====

The following is a quantum chemistry calculation of a cluster of 2 separate species, C9H9N3O2 in total in a non-equilibrium geometry, from the OMol25 dataset.

The SMILES is O=c1cc[nH]c(=O)[nH]1.c1ccncc1. Its multiplicity is 1. The highest occupied orbital energy is -0.3471 Ha. As for the energy above the lowest of the compared OMol25 structures with the same formula, charge and spin: 3.625 eV. The HOMO-LUMO gap is 9.914 eV.

Last column: Mulliken charge in e.
Atoms and positions in Å:
C (-1.357, -0.221, -0.898)  0.565
C (-0.719, -1.524, -0.704)  -0.324
C (-0.601, -2.360, -1.797)  -0.118
C (-1.308, -0.769, -3.408)  0.394
C (2.190, 2.039, 2.369)  -0.010
C (2.243, 2.004, 3.794)  -0.363
C (1.506, 0.971, 4.315)  -0.439
C (1.039, -0.003, 3.384)  -0.608
C (0.966, 0.365, 2.073)  0.870
H (-1.844, 0.875, -2.760)  0.220
H (-0.594, -1.823, 0.436)  0.188
H (-0.394, -3.467, -1.546)  0.283
H (-0.682, -2.617, -3.757)  0.156
H (2.967, 2.842, 1.914)  0.209
H (2.833, 2.735, 4.272)  0.420
H (1.442, 1.014, 5.372)  0.382
H (0.276, -0.682, 3.653)  0.335
H (0.345, -0.497, 1.605)  -0.326
N (-1.591, -0.051, -2.325)  -0.174
N (-0.760, -1.948, -3.104)  -0.049
N (1.598, 1.354, 1.449)  -0.501
O (-1.427, 0.620, -0.065)  -0.511
O (-1.427, -0.229, -4.447)  -0.601

=====

The following is a quantum chemistry calculation of a cluster of 2 separate species, C6H16 in total in a non-equilibrium geometry, from the OMol25 dataset.

The SMILES is CC(C)C.CC. Its multiplicity is 1. The highest occupied orbital energy is -0.3966 Ha. As for the energy above the lowest of the compared OMol25 structures with the same formula, charge and spin: 2.991 eV. The HOMO-LUMO gap is 11.810 eV.

Last column: Mulliken charge in e.
Atoms and positions in Å:
C (1.280, -0.194, -0.108)  0.888
C (2.587, -0.716, 0.623)  -1.503
C (1.686, 0.689, -1.328)  -1.361
C (0.447, -1.548, -0.553)  -1.377
H (0.615, 0.445, 0.607)  0.007
H (3.197, -1.019, -0.143)  0.466
H (1.122, 1.518, -1.722)  0.354
H (2.721, 0.882, -1.419)  0.362
H (1.595, 0.014, -2.277)  0.316
H (-0.133, -1.199, -1.439)  0.349
H (1.070, -2.230, -1.011)  0.469
H (2.303, -1.372, 1.556)  0.295
H (3.186, 0.045, 1.089)  0.419
H (-0.171, -1.908, 0.313)  0.308
C (-3.249, 0.301, 0.410)  -0.746
C (-2.454, 1.450, 1.062)  -0.390
H (-3.531, -0.572, 0.941)  0.298
H (-4.246, 0.754, -0.041)  0.247
H (-2.669, -0.161, -0.463)  0.138
H (-1.905, 1.111, 1.987)  0.211
H (-3.410, 2.250, 0.946)  0.259
H (-1.523, 1.553, 0.439)  -0.009

=====

The following is a quantum chemistry calculation of a cluster of 2 separate species, C5H17N2OS in total in a non-equilibrium geometry, from the OMol25 dataset.

Its multiplicity is 1. The highest occupied orbital energy is -0.4571 Ha. As for the energy above the lowest of the compared OMol25 structures with the same formula, charge and spin: 1.641 eV. The HOMO-LUMO gap is 9.552 eV. Its net charge is +1.

Last column: Mulliken charge in e.
Atoms and positions in Å:
N (-0.686, 1.316, -1.009)  -0.133
C (-1.087, 0.274, 0.015)  0.185
C (-2.502, -0.293, -0.105)  -0.734
S (-3.630, 0.810, -1.013)  -0.311
C (-0.027, -0.806, 0.058)  -1.507
N (1.358, -0.264, 0.302)  -0.212
C (2.449, -0.953, -0.374)  -0.414
C (2.378, -2.521, -0.443)  -0.889
H (-1.624, 1.786, -1.277)  0.314
H (-0.367, 0.893, -1.903)  0.352
H (-0.003, 1.869, -0.483)  0.364
H (-1.124, 0.708, 1.052)  0.140
H (-2.965, -0.509, 0.853)  0.410
H (-2.398, -1.348, -0.481)  0.404
H (-4.026, 1.636, 0.018)  0.204
H (0.070, -1.287, -0.954)  0.612
H (-0.293, -1.556, 0.759)  0.462
H (1.383, -0.168, 1.348)  0.266
H (3.308, -0.629, 0.294)  0.356
H (2.439, -0.606, -1.415)  0.220
H (1.350, -2.838, -0.340)  0.288
H (2.885, -2.693, -1.415)  0.281
H (2.951, -2.886, 0.384)  0.318
H (0.741, 3.411, 2.284)  0.321
H (-0.634, 3.562, 2.180)  0.304
O (0.055, 3.095, 1.665)  -0.601